The following is a DFT calculation (ωB97M-V/def2-TZVPD) of a molecular structure, C13H10AuF5O2PS7 at a distorted geometry.

```
39
C13H10AuF5O2PS7 | the Open Molecules 2025 dataset | ωB97M-V/def2-TZVPD
Au -0.61454 -0.34940 0.66595
C 1.79476 4.69240 -1.53405
C 2.10766 4.13550 -0.15375
O 2.63396 2.82440 -0.23255
P 1.72646 1.47850 -0.36635
S 2.92726 0.02000 0.13785
S -0.06954 1.95680 0.42295
O 1.38626 1.39940 -1.96905
C 2.33456 0.85180 -2.86555
C 2.14526 1.49540 -4.22835
H 1.55406 5.75220 -1.46925
H 0.94366 4.15750 -1.95105
H 2.65576 4.55580 -2.18975
H 1.20036 4.12450 0.46065
H 2.87826 4.73150 0.34685
H 2.17986 -0.23070 -2.92245
H 3.34656 1.02620 -2.48455
H 1.13806 1.30610 -4.58955
H 2.86356 1.08810 -4.93465
H 2.28866 2.57020 -4.15335
S -6.11214 -0.34780 5.88345
C -4.88594 -0.11220 4.74535
S -3.23574 -0.69730 5.08715
C -2.61694 -0.36010 3.47605
C -3.56694 -0.16250 2.48935
S -3.30924 0.14460 0.84915
S -5.24584 -0.28920 3.00545
S -0.92934 -0.35900 3.33605
F -2.63714 -2.50430 -0.80165
C -1.65824 -3.14670 -0.13855
C -0.65854 -2.42590 0.50135
C 0.32126 -3.20210 1.11485
F 1.35276 -2.61650 1.73865
C 0.31336 -4.59300 1.10595
F 1.29036 -5.30170 1.71365
C -0.71064 -5.26810 0.46035
F -0.73624 -6.61900 0.44155
C -1.70494 -4.53710 -0.16975
F -2.69084 -5.18840 -0.82855
```

Molecular weight in Da: 745.621
E_tot in eV: -120156.8533
Energy above the lowest of the compared OMol25 structures with the same formula, charge and spin in kcal/mol: 28.55
<S²>: 0.78
Total charge: -2
LUMO level (spin up / spin down) in eV: 4.05 / 3.77
Largest force on an atom in Eh/bohr: 0.0672
HOMO energy (spin up / spin down) in eV: -1.32 / -1.26
Spin multiplicity: 2